No. 1
Entry from OMol25: an isolated ion of composition C6H15N4O2 and charge +1 (the ωB97M-V functional and the def2-TZVPD basis).

HOMO = -12.887 eV
LUMO = -0.09831 Eh
net charge = +1
M = 175.2 g/mol
SMILES = CC(C)([NH3+])[C@@H](C=O)NNC(N)=O
max |F| = 4.07 eV/A
electronic energy = -16514.2409 eV

Positions of all 27 atoms, in Å:
C (0.8142, 2.1231, 0.4314)
C (-2.6931, -0.3559, 0.1303)
C (1.9877, -0.0458, -1.3086)
C (2.2945, -0.6635, 1.1094)
C (0.2869, 0.7201, 0.3734)
C (1.2837, -0.3859, 0.0022)
N (-3.9372, -0.2033, 0.5986)
N (0.4708, -1.6349, -0.2188)
N (-2.1439, 0.7149, -0.5091)
N (-0.8424, 0.5961, -0.9621)
O (0.3975, 3.0173, -0.2428)
O (-2.0501, -1.4031, 0.2838)
H (1.6126, 2.2673, 1.1824)
H (2.5682, 0.8674, -1.2049)
H (2.6737, -0.8404, -1.5935)
H (1.2597, 0.1018, -2.1012)
H (1.8035, -0.9094, 2.0481)
H (2.9394, -1.4922, 0.8206)
H (2.9340, 0.1984, 1.2727)
H (-0.2806, 0.4828, 1.2719)
H (-4.4950, 0.6035, 0.3778)
H (-4.3905, -0.9988, 1.0154)
H (0.5625, -1.9515, -1.1875)
H (0.7656, -2.3862, 0.4093)
H (-2.5697, 1.6312, -0.4299)
H (-0.6300, -1.4741, -0.0515)
H (-0.6218, 1.4211, -1.5172)

***

No. 2
Entry from OMol25: a 2-piece molecular cluster, C5H11O2 overall (the ωB97M-V functional and the def2-TZVPD basis).

HOMO = -3.046 eV
LUMO = 0.14713 Eh
net charge = -1
M = 103.1 g/mol
max |F| = 2.09 eV/A
electronic energy = -9458.2061 eV

Positions of all 18 atoms, in Å:
C (-0.6642, -0.4548, 0.0023)
O (0.6622, -0.3643, 0.4548)
C (-0.8286, -1.8575, -0.7262)
C (0.2934, -2.0186, -1.7663)
H (-0.8659, 0.3636, -0.7115)
H (-1.2715, -0.2827, 0.8689)
H (-1.8586, -1.9186, -1.0833)
H (-0.6873, -2.5925, 0.0834)
H (0.2619, -2.9700, -2.3423)
H (1.3003, -2.0110, -1.3305)
H (0.2723, -1.2316, -2.5417)
C (0.6356, 2.7292, 0.6442)
C (0.2608, 2.2833, 1.9119)
O (0.5051, 1.0964, 2.4253)
H (0.3854, 3.7651, 0.3715)
H (1.2233, 2.1425, -0.0559)
H (-0.3244, 2.9999, 2.5038)
H (0.7002, 0.3216, 1.2915)

***

No. 3
Entry from OMol25: C6H9CaNS as an isolated structure (the ωB97M-V functional and the def2-TZVPD basis).

HOMO = -7.607 eV
LUMO = -0.00250 Eh
M = 167.3 g/mol
max |F| = 5.14 eV/A
electronic energy = -37128.9159 eV

Positions of all 18 atoms, in Å:
Ca (0.6816, -0.8662, 0.0192)
C (1.8274, -3.6383, -2.3458)
H (1.0929, -3.3426, -3.1151)
H (2.8698, -3.3135, -2.5190)
H (1.8281, -4.7371, -2.3388)
H (1.4800, -3.2362, -1.3690)
H (1.2030, -1.3959, 1.5250)
S (-1.6039, -1.4033, -0.1739)
C (-1.3017, 0.5267, 0.4617)
C (-2.2109, 1.4971, 0.7893)
C (-1.7673, 2.7620, 1.2198)
C (-0.4033, 3.0302, 1.3124)
C (0.5300, 2.0809, 0.9977)
N (0.0205, 0.9787, 0.6206)
H (-3.2860, 1.2771, 0.7179)
H (-2.4992, 3.5300, 1.4833)
H (-0.0616, 4.0151, 1.6505)
H (1.6007, 2.2352, 1.0642)

***

No. 4
Entry from OMol25: a 2-piece molecular cluster, C5H17N2O overall (the ωB97M-V functional and the def2-TZVPD basis).

HOMO (spin up / spin down) = -3.027 / -9.490 eV
<S²> = 0.75
LUMO (spin up / spin down) = 0.02722 / 0.02136 Eh
2S+1 = 2
M = 121.2 g/mol
max |F| = 3.67 eV/A
electronic energy = -10484.2301 eV

Positions of all 25 atoms, in Å:
C (0.1004, 0.0466, 2.3059)
C (0.6211, 1.3348, 1.5158)
C (0.9954, 0.9139, 0.0486)
C (-0.1338, 1.3443, -0.8760)
C (0.0496, 0.6031, -2.3010)
N (0.1067, -0.8318, -2.0694)
N (-1.1433, -0.4355, 1.6439)
H (-0.1360, 0.3513, 3.3347)
H (0.8139, -0.7782, 2.2584)
H (1.4192, 1.7672, 2.1238)
H (-0.1847, 2.0882, 1.5816)
H (1.8626, 1.5660, -0.0592)
H (1.0414, -0.1965, -0.0463)
H (0.0613, 2.4400, -1.0351)
H (-1.1835, 1.3456, -0.5958)
H (-0.7911, 1.0515, -2.8917)
H (0.9662, 0.9716, -2.8180)
H (0.7205, -1.2616, -2.7497)
H (-0.8350, -1.2063, -2.0821)
H (-1.5084, -1.4053, 1.8652)
H (-0.9818, -0.5330, 0.6367)
H (-1.9757, 0.1741, 1.8201)
H (-0.1848, -2.7753, -1.2326)
H (0.3291, -3.7238, -0.0983)
O (-0.0293, -2.8510, -0.2793)

***

No. 5
Entry from OMol25: C11H11BrF5NO10P2W as an isolated structure (the ωB97M-V functional and the def2-TZVPD basis).

HOMO = -15.027 eV
LUMO = -0.32874 Eh
net charge = +2
M = 737.9 g/mol
max |F| = 1.17 eV/A
electronic energy = -137576.2885 eV

Positions of all 42 atoms, in Å:
W (-0.5879, 0.8849, -0.0503)
O (1.2714, 2.4152, -2.8199)
P (2.1088, 1.5787, -1.7932)
O (3.3483, 0.9913, -2.2420)
O (1.0537, 0.6189, -1.1128)
O (2.3161, 2.6734, -0.5344)
P (1.1237, 2.8515, 0.4604)
O (1.3237, 4.1165, 1.2913)
O (0.8616, 1.5481, 1.2555)
O (-0.2245, 2.8491, -0.3126)
H (1.7870, 2.7674, -3.5611)
H (2.1958, 4.5315, 1.3904)
Br (-2.8355, 1.5887, 0.0981)
O (-1.2171, 0.7798, -2.1927)
C (-1.1834, -0.4643, -2.1374)
O (-0.9121, -0.9651, -0.9869)
C (-1.3895, -1.3394, -3.3417)
N (-1.0822, -2.7747, -2.9569)
C (0.1743, -3.2042, -3.7201)
C (0.8210, -1.8856, -4.1034)
C (-0.3791, -1.0052, -4.4511)
H (-2.4273, -1.2533, -3.6630)
H (-1.8677, -3.3929, -3.1595)
H (-0.9174, -2.8231, -1.9463)
H (-0.1620, -3.7616, -4.5915)
H (0.7647, -3.8518, -3.0783)
H (1.5041, -2.0125, -4.9399)
H (1.3905, -1.4712, -3.2673)
H (-0.8011, -1.2757, -5.4185)
H (-0.1613, 0.0603, -4.4629)
F (-1.5258, -0.5333, 6.7434)
C (-1.3427, -0.4496, 5.4480)
C (-1.0523, -1.5987, 4.7188)
F (-0.9598, -2.7613, 5.3315)
C (-0.8638, -1.5158, 3.3532)
F (-0.5897, -2.5999, 2.6444)
C (-0.9585, -0.2833, 2.7133)
O (-0.7940, -0.2311, 1.3666)
C (-1.2442, 0.8631, 3.4528)
F (-1.3444, 2.0370, 2.8280)
C (-1.4424, 0.7853, 4.8152)
F (-1.7226, 1.8722, 5.5067)

***

No. 6
Entry from OMol25: C26H37ClGe2INO3PtTe as an isolated structure (the ωB97M-V functional and the def2-TZVPD basis).

HOMO (spin up / spin down) = -7.778 / -8.417 eV
<S²> = 2.01
LUMO (spin up / spin down) = -0.00564 / -0.07768 Eh
2S+1 = 3
M = 1041.8 g/mol
max |F| = 0.23 eV/A
electronic energy = -179390.1720 eV

Positions of all 73 atoms, in Å:
Pt (-0.4851, -1.1306, -0.8600)
C (4.2233, -1.1691, 0.1629)
C (2.8343, -1.7769, -0.0424)
Ge (1.7992, -0.9060, -1.4916)
C (2.1539, -1.8025, -3.2010)
C (3.6401, -1.8299, -3.5654)
C (2.2724, 0.9875, -1.4885)
C (1.3111, 1.9020, -1.3171)
Ge (-0.5510, 1.2183, -1.3109)
C (-1.6393, 2.0307, 0.1192)
C (-2.2306, 3.3982, -0.2290)
C (-1.4705, 1.3751, -3.0533)
C (-1.3349, 2.6668, -3.8560)
C (1.6472, 3.3341, -1.0850)
C (0.9640, 4.3731, -1.7155)
C (1.3131, 5.6961, -1.4925)
C (2.3442, 6.0097, -0.6178)
C (3.0216, 4.9882, 0.0313)
C (2.6754, 3.6655, -0.1998)
H (4.7800, -1.6933, 0.9430)
H (4.1539, -0.1199, 0.4553)
H (4.8212, -1.2094, -0.7497)
H (2.2515, -1.7029, 0.8800)
H (2.8983, -2.8419, -0.2795)
H (1.5728, -1.2898, -3.9705)
H (1.7551, -2.8168, -3.1267)
H (4.0588, -0.8222, -3.6141)
H (3.8091, -2.3007, -4.5360)
H (4.2175, -2.3900, -2.8270)
H (3.3082, 1.3258, -1.5385)
H (-1.0294, 2.0878, 1.0247)
H (-2.4421, 1.3160, 0.3239)
H (-1.4524, 4.1453, -0.3884)
H (-2.8791, 3.7629, 0.5707)
H (-2.8357, 3.3461, -1.1366)
H (-2.5230, 1.1659, -2.8407)
H (-1.1178, 0.5294, -3.6468)
H (-1.7046, 3.5367, -3.3103)
H (-1.9056, 2.6032, -4.7851)
H (-0.2951, 2.8589, -4.1285)
H (0.1596, 4.1404, -2.3989)
H (0.7776, 6.4862, -2.0038)
H (2.6121, 7.0429, -0.4390)
H (3.8192, 5.2221, 0.7253)
H (3.1934, 2.8672, 0.3173)
Cl (-5.1866, -0.1560, -1.9960)
C (-4.4164, -1.7680, -1.9867)
C (-2.9866, -1.6134, -1.5285)
O (-2.0542, -1.6636, -2.3774)
O (-2.7502, -1.4137, -0.3078)
H (-4.4567, -2.1631, -2.9961)
H (-4.9688, -2.3896, -1.2871)
N (-2.1281, -4.6156, 0.2240)
C (-1.1167, -3.8023, 0.5375)
O (-0.3144, -3.3982, -0.3136)
C (-0.9588, -3.4266, 1.9793)
I (-4.5106, -3.2596, 2.6395)
H (-2.2928, -4.8002, -0.7528)
H (-2.8754, -4.7719, 0.8869)
H (0.1004, -3.3170, 2.1989)
H (-1.4326, -4.1272, 2.6618)
Te (-1.8622, -1.5188, 2.4270)
C (-1.2610, -1.7104, 4.4449)
C (0.0694, -1.4430, 4.7599)
C (0.5064, -1.5519, 6.0719)
C (-0.3865, -1.9144, 7.0711)
C (-1.7136, -2.1690, 6.7578)
C (-2.1559, -2.0701, 5.4451)
H (0.7668, -1.1437, 3.9855)
H (1.5413, -1.3470, 6.3130)
H (-0.0471, -1.9954, 8.0954)
H (-2.4118, -2.4490, 7.5358)
H (-3.1892, -2.2816, 5.2030)

***

No. 7
Entry from OMol25: one molecule with the formula C6H12O (the ωB97M-V functional and the def2-TZVPD basis).

HOMO = -10.080 eV
LUMO = 0.03714 Eh
M = 100.2 g/mol
SMILES = C[C@@H]1C[C@@H]1[C@@H](C)O
max |F| = 0.47 eV/A
electronic energy = -8463.1684 eV

Positions of all 19 atoms, in Å:
C (-1.4409, 1.1819, -1.3990)
C (-0.7503, 0.8895, -0.0744)
O (-1.5601, 1.2360, 1.0394)
C (-0.4668, -0.5843, -0.0607)
C (0.6601, -1.1207, -0.8782)
C (0.7061, -1.1898, 0.6421)
C (1.7252, -0.3249, 1.3572)
H (-0.9990, 0.4908, -2.1250)
H (-1.2939, 2.1985, -1.7682)
H (-2.5109, 0.9685, -1.3220)
H (0.1959, 1.4529, -0.0304)
H (-1.1722, 0.7656, 1.7919)
H (-1.3760, -1.1850, -0.0752)
H (1.3190, -0.3781, -1.3332)
H (0.4726, -1.9716, -1.5284)
H (0.4872, -2.1289, 1.1491)
H (2.0301, 0.5187, 0.7303)
H (2.6234, -0.9076, 1.5818)
H (1.3507, 0.0886, 2.3030)

***

No. 8
Entry from OMol25: one molecule with the formula CO2 (the ωB97M-V functional and the def2-TZVPD basis).

HOMO = -12.987 eV
LUMO = 0.01281 Eh
M = 44.0 g/mol
SMILES = O=C=O
max |F| = 3.30 eV/A
electronic energy = -5132.5123 eV

Positions of all 3 atoms, in Å:
C (0.0000, 0.0930, 0.0000)
O (1.1774, -0.0969, 0.0000)
O (-1.1774, 0.0039, 0.0000)